Entry 1:
Formula: C23H53NNiO4P3
Source: the Open Molecules 2025 dataset
Level of theory: ωB97M-V/def2-TZVPD

```
85
Properties=species:S:1:pos:R:3:forces:R:3:lowdin_charge:R:1
Ni -0.025623 -0.261099 0.644596 -1.4 -0.4 -0.5 -0.1475
P 0.075464 -1.920608 -0.998467 -0.6 -1.4 0.7 1.0077
P 0.127621 1.936311 0.645208 -0.3 1.3 0.7 0.9761
N 0.284720 0.981047 -2.513102 -0.3 0.1 -1.3 0.0200
C 0.883652 -1.433371 -2.584912 0.2 0.2 -0.5 -0.2844
H 1.726450 -2.126539 -2.754108 -0.3 0.4 0.0 0.0999
H 0.180756 -1.582242 -3.420895 0.3 0.0 0.2 0.0791
C 1.418180 -0.005241 -2.646886 0.3 -0.2 0.0 -0.1773
H 2.171725 0.201477 -1.885660 -0.3 -0.1 0.1 0.1037
H 1.883647 0.189944 -3.622890 -0.2 0.1 0.2 0.1375
C 0.660737 2.392888 -2.147822 0.2 -0.2 0.2 -0.1593
H -0.235503 3.007637 -2.284686 0.2 -0.1 0.2 0.1164
H 1.406015 2.716277 -2.870666 0.0 0.0 -0.1 0.1340
C 1.243982 2.443367 -0.742361 0.3 0.3 0.3 -0.2989
H 1.596633 3.464491 -0.531832 -0.2 -0.2 -0.3 0.0935
H 2.132984 1.801623 -0.670723 -0.2 0.2 0.0 0.0775
C 0.966562 2.848127 2.048993 0.3 0.3 -0.2 -0.5126
C 2.050326 1.990027 2.699403 0.2 0.0 0.2 -0.1136
H 2.801254 1.637252 1.983362 -0.1 0.0 0.2 0.0666
H 1.611506 1.114846 3.203693 0.2 0.2 -0.3 0.0536
H 2.569145 2.590330 3.462898 -0.1 -0.2 -0.2 0.0925
C -1.325954 3.036287 0.265904 0.2 0.1 0.0 -0.5219
C -2.510362 2.838510 1.219567 -0.5 -0.2 0.0 -0.1145
H -3.442027 2.988581 0.654230 0.2 0.0 0.2 0.0892
H -2.513081 3.565704 2.044080 0.1 -0.3 -0.3 0.0722
H -2.557360 1.824890 1.638874 0.0 0.3 -0.1 0.0372
C -1.542764 -2.629444 -1.603585 0.1 0.3 -0.3 -0.5273
C -2.216105 -3.530234 -0.566790 -0.3 -0.1 0.2 -0.1132
H -3.267694 -3.668895 -0.860862 0.3 0.0 0.1 0.0892
H -2.211398 -3.095330 0.441981 0.1 -0.1 -0.3 0.0488
H -1.763272 -4.531364 -0.522359 -0.1 0.3 0.0 0.0751
C 1.126148 -3.401777 -0.533681 0.1 0.2 -0.2 -0.5195
C 0.809750 -3.901933 0.874799 0.0 -0.1 0.3 -0.1199
H 1.505623 -4.713601 1.133212 -0.1 0.2 -0.1 0.0908
H -0.210770 -4.298801 0.953696 0.3 0.1 0.0 0.0584
H 0.923806 -3.111961 1.625847 -0.1 -0.1 -0.2 0.0544
C 1.697715 -0.542193 0.847208 2.2 0.3 -0.8 -0.3796
O 2.845898 -0.765559 0.861139 0.2 -0.3 0.5 0.0078
C -0.960716 4.528568 0.119135 -0.1 0.3 -0.4 -0.1024
H 0.055585 4.795281 0.439781 -0.3 -0.1 0.0 0.0625
H -1.054483 4.834284 -0.931529 0.1 0.1 0.2 0.0753
H -1.656767 5.157637 0.693576 0.2 -0.2 -0.2 0.0856
C -1.528793 -3.292770 -2.993342 -0.1 -0.1 -0.2 -0.1180
H -2.329194 -4.045600 -3.050775 0.2 0.2 0.0 0.0874
H -1.720450 -2.557939 -3.786819 0.1 -0.2 0.1 0.0714
H -0.586335 -3.804668 -3.225148 -0.3 0.2 0.0 0.0547
C 1.133680 -4.564371 -1.529857 0.2 -0.2 0.1 -0.1082
H 1.849924 -5.315427 -1.166866 -0.2 0.1 -0.1 0.0888
H 0.156209 -5.058151 -1.601557 0.3 0.1 0.0 0.0730
H 1.462776 -4.266940 -2.532001 -0.1 -0.1 0.1 0.0672
C -0.006710 3.361088 3.111728 -0.2 0.0 0.1 -0.1036
H -0.685837 2.558979 3.442413 0.2 0.3 -0.1 0.0674
H 0.558791 3.704617 3.992062 -0.1 -0.1 -0.3 0.0895
H -0.604761 4.211914 2.762537 0.2 -0.3 0.1 0.0654
H 1.457917 3.708568 1.566244 -0.1 -0.1 0.3 0.0939
H 2.137337 -2.963834 -0.513741 -0.1 -0.1 0.0 0.1011
H -1.641447 2.663069 -0.722029 -0.1 0.0 0.2 0.0812
H -2.143847 -1.708551 -1.675016 -0.1 -0.2 0.0 0.0916
H -0.199367 0.974551 -3.422946 0.3 0.3 0.1 0.1784
H -0.462286 0.643864 -1.899930 0.3 -0.3 1.0 0.1105
C -0.078487 0.695804 5.621879 0.1 0.2 0.3 -0.0674
C -0.205776 -0.439779 4.644355 -0.6 0.1 -0.7 -0.2516
O -1.249073 -0.046283 3.668580 0.4 -0.6 0.2 -0.3043
P -1.440065 -0.793010 2.226433 -1.5 -0.7 0.8 0.7276
O -2.978355 -0.419674 1.874011 -0.3 -0.2 0.4 -0.3243
C -4.239939 -0.875900 2.485963 0.8 0.0 -0.5 -0.2348
C -4.594189 -0.071553 3.704560 -0.1 0.0 0.3 -0.0720
O -1.470150 -2.371715 2.602648 -0.1 0.0 0.6 -0.3317
C -2.027593 -3.086859 3.774467 0.2 0.8 -0.8 -0.2438
C -0.960638 -4.010255 4.294833 0.0 -0.2 0.1 -0.0690
H 0.377886 1.581975 5.157539 -0.2 -0.3 0.2 0.0534
H 0.555155 0.376771 6.456011 0.0 0.1 -0.1 0.0897
H -1.062252 0.970390 6.027925 0.3 -0.1 -0.1 0.0926
H 0.743435 -0.635447 4.124833 -0.3 0.0 0.0 0.1086
H -0.531178 -1.363005 5.139401 0.1 0.3 -0.1 0.0949
H -4.148338 -1.945938 2.706506 0.0 0.2 0.0 0.0967
H -4.987020 -0.757396 1.693416 0.2 0.0 0.1 0.1213
H -4.659245 0.995038 3.469948 0.1 -0.2 0.0 0.0835
H -5.569772 -0.403673 4.071162 0.1 0.1 0.0 0.0857
H -3.858484 -0.223723 4.501132 -0.1 0.1 -0.1 0.0696
H -2.366364 -2.357242 4.525048 0.1 -0.2 -0.2 0.1104
H -2.899242 -3.634807 3.398789 0.2 0.0 0.1 0.1165
H -0.078442 -3.456192 4.631221 -0.1 -0.1 -0.1 0.0764
H -1.361699 -4.566104 5.145209 0.1 0.0 0.0 0.0878
H -0.656290 -4.729214 3.526813 0.0 0.2 0.1 0.0798
```
Positions in Å, forces in eV/Å.

E_HOMO (alpha / beta) ... -6.16 / -10.64 eV
Total charge ... +1
2S+1 ... 3
Frontier orbital gap (alpha / beta) ... 3.68 / 7.70 eV
Max |F| ... 0.0467 Eh/bohr
Energy ... -103294.9057 eV

---

Entry 2:
Formula: C23H53NO4P3Yb
Source: the Open Molecules 2025 dataset
Level of theory: ωB97M-V/def2-TZVPD

```
85
Properties=species:S:1:pos:R:3:forces:R:3:lowdin_charge:R:1
Yb -0.042553 -0.137079 -0.118490 0.4 0.2 -3.0 1.3153
P -0.262122 -2.501708 -1.746024 0.6 -0.8 0.8 0.9782
P -0.296927 2.241890 -1.440132 0.9 1.1 0.7 0.9758
N 1.385565 -0.112285 -1.833530 -1.7 0.1 1.0 -0.3479
C 1.434958 -2.538136 -2.491226 -0.6 0.3 -0.3 -0.2932
H 1.978003 -3.446700 -2.194560 -0.2 0.2 -0.2 0.0892
H 1.327493 -2.543033 -3.582699 0.0 0.0 0.2 0.0903
C 2.193028 -1.276755 -2.046855 0.8 -0.6 0.4 -0.3623
H 2.711302 -1.545586 -1.101925 0.3 0.0 -0.3 0.1041
H 2.981417 -1.035279 -2.777272 -0.1 -0.3 0.1 0.1179
C 2.171676 1.080889 -1.944978 0.9 0.4 0.6 -0.3594
H 2.929137 0.925239 -2.726426 0.0 0.4 0.1 0.1199
H 2.716072 1.235292 -0.996047 0.4 0.0 -0.4 0.0739
C 1.391923 2.383976 -2.188683 -0.5 -0.4 -0.4 -0.2767
H 1.264249 2.529242 -3.268047 0.0 0.1 0.2 0.0913
H 1.932836 3.250968 -1.777734 -0.3 -0.2 -0.2 0.0904
C -0.012148 3.090122 0.211142 0.0 0.0 -0.5 -0.5613
C -1.140467 2.736563 1.189171 0.2 0.5 0.1 -0.1098
H -0.860536 3.144279 2.170739 -0.3 -0.2 -0.1 0.0907
H -1.307507 1.652833 1.319478 -0.1 0.2 0.0 0.0240
H -2.083634 3.209574 0.874926 0.3 -0.3 0.2 0.0814
C -1.451537 3.231627 -2.465742 0.2 -0.7 0.0 -0.5475
C -2.819288 3.299441 -1.785601 -0.1 0.2 -0.4 -0.1032
H -3.526761 3.630901 -2.549978 -0.2 0.0 0.3 0.0955
H -2.835948 4.031451 -0.968755 0.0 -0.2 -0.2 0.0790
H -3.155599 2.324643 -1.412492 0.0 0.2 0.0 0.0483
C -1.442288 -3.339604 -2.894448 0.4 0.7 0.1 -0.5467
C -2.814395 -3.484384 -2.232029 -0.1 -0.2 -0.4 -0.1062
H -3.529427 -3.695457 -3.032430 -0.1 0.0 0.2 0.0955
H -3.139329 -2.568234 -1.723186 0.0 -0.2 -0.1 0.0494
H -2.843181 -4.327809 -1.531568 0.0 0.2 -0.2 0.0757
C -0.033593 -3.593271 -0.232862 -0.3 0.2 -0.7 -0.5534
C -1.246979 -3.416583 0.684197 0.2 -0.4 0.3 -0.1343
H -1.023750 -3.915787 1.635526 -0.3 0.1 -0.1 0.0859
H -2.153556 -3.876323 0.268998 0.3 0.2 0.2 0.0776
H -1.466646 -2.359558 0.898721 0.0 -0.2 -0.1 0.0106
C -2.524551 -0.181760 -0.473034 -4.1 0.0 1.3 -0.0487
C -0.954811 4.593345 -2.949869 -0.2 0.0 -0.1 -0.0841
H -0.917848 5.338381 -2.149076 0.0 -0.2 -0.2 0.0696
H 0.018278 4.537152 -3.449063 -0.2 0.0 0.1 0.0796
H -1.691372 4.933727 -3.685501 0.2 0.1 0.0 0.0957
C -0.955064 -4.635515 -3.542495 -0.2 0.0 -0.1 -0.0859
H -1.693390 -4.888115 -4.311911 0.2 -0.1 0.0 0.0949
H 0.017294 -4.522655 -4.034618 -0.2 -0.1 0.1 0.0801
H -0.915904 -5.468597 -2.833792 0.0 0.2 -0.2 0.0675
C 0.273770 -5.076789 -0.453961 0.1 -0.1 0.5 -0.0883
H 0.583143 -5.485664 0.519801 0.0 -0.1 -0.3 0.0921
H -0.614071 -5.640904 -0.768710 0.3 0.2 0.0 0.0803
H 1.096904 -5.241189 -1.161143 -0.3 0.0 0.1 0.0816
C 0.225861 4.600599 0.186316 0.0 0.1 0.3 -0.0865
H -0.693776 5.156113 -0.044076 0.3 -0.1 0.0 0.0799
H 0.538666 4.891304 1.198706 0.0 0.2 -0.2 0.0853
H 1.026883 4.895289 -0.503983 -0.3 0.0 0.1 0.0837
H 0.928347 2.630189 0.566150 -0.6 0.3 -0.3 0.0508
H 0.859068 -3.145362 0.245907 -0.1 0.0 0.0 0.0888
H -1.521039 2.567941 -3.347032 -0.2 0.2 0.1 0.0996
H -1.511360 -2.570544 -3.685529 -0.1 -0.3 0.1 0.0887
O -3.652048 -0.190129 -0.243202 3.7 0.0 -1.1 0.1444
H -0.568620 -0.123547 -3.966493 -0.2 0.1 0.1 0.0520
H -1.274873 -0.050500 -3.724457 0.2 0.0 -0.2 0.0374
C 2.751279 2.733246 2.683194 0.1 0.1 0.5 -0.0746
C 3.066304 1.917486 1.473303 -0.5 -1.2 -0.1 -0.1273
O 1.848167 0.923101 1.173967 -0.1 -0.8 0.7 -0.5043
P 1.591383 -0.414537 2.202607 0.5 1.6 1.6 0.9374
O 1.741454 0.241397 3.642924 -0.6 -0.1 -0.2 -0.3401
C 0.746842 1.020889 4.459068 0.7 0.0 -0.1 -0.2101
C 0.678163 0.292791 5.768010 -0.2 0.1 0.3 -0.0517
O -0.168567 -0.438786 2.134170 0.0 -0.2 -0.1 -0.5318
C -0.940864 -1.256277 3.206356 0.5 0.4 -1.0 -0.1722
C -0.015542 -2.323440 3.665829 0.2 -0.6 0.5 -0.1065
H 1.689675 3.009042 2.713262 0.3 0.1 -0.1 0.0760
H 3.350819 3.648645 2.651944 -0.1 -0.1 0.0 0.1111
H 3.001239 2.171418 3.590179 0.0 0.4 -0.2 0.0817
H 3.243520 2.533945 0.589643 -0.6 -0.4 -0.2 0.1137
H 3.935955 1.259409 1.587999 -0.3 0.1 0.0 0.1303
H -0.226110 1.109579 3.963079 0.4 -0.1 -0.2 0.1023
H 1.156982 2.030120 4.574416 0.0 -0.4 -0.1 0.1104
H 1.690557 -0.011281 6.054701 -0.3 0.1 0.2 0.1067
H 0.253005 0.962019 6.525706 0.1 -0.2 0.0 0.1051
H 0.040335 -0.593164 5.692336 0.2 0.2 0.2 0.0658
H -1.829362 -1.674708 2.737921 0.1 0.3 -0.3 0.1087
H -1.250802 -0.564362 3.981765 0.1 0.1 -0.1 0.1061
H -0.560947 -3.086751 4.235702 0.1 0.2 -0.1 0.1208
H 0.749316 -1.894408 4.316992 0.0 -0.4 -0.1 0.0638
H 0.448238 -2.803476 2.796838 -0.1 -0.1 0.3 0.0621
```
Positions in Å, forces in eV/Å.

Energy above the lowest of the compared OMol25 structures with the same formula, charge and spin ... 24.9 kcal/mol
E_HOMO (alpha / beta) ... -13.11 / -13.07 eV
Total charge ... +2
2S+1 ... 2
Frontier orbital gap (alpha / beta) ... 6.90 / 6.67 eV
Max |F| ... 0.0838 Eh/bohr
Energy ... -93772.5965 eV

---

Q: Which formula does entry 2 have?
A: C23H53NO4P3Yb

---

Q: The highest energy belongs to which entry?
A: C23H53NO4P3Yb

---

Q: What is the 2S+1 in the first record?
A: 3

---

Q: energy of number 2 (C23H53NO4P3Yb)?
A: -93772.5965 eV